No. 1
The following is a DFT calculation (wB97M-V/def2-TZVPD) of C4H9N3O in the gas phase at a distorted geometry.

Output
highest occupied orbital energy	-0.347	hartree
relative energy (zero: lowest compared OMol25 entry of this formula, charge and spin)	4.627	eV
SMILES	C/N=N/N(C)C(C)=O
E	-10807.8350	eV

Last column: Mulliken charge in e.
Element x y z (Å)
1 C 3.049718 -0.547994 0.005885  -0.8704
2 N 1.796999 0.385624 -0.034030  -0.4372
3 N 0.873885 -0.373540 -0.018416  -0.1640
4 N -0.263650 0.390778 -0.013981  0.4455
5 C -0.222646 1.828741 0.092028  -0.8738
6 C -1.574330 -0.223544 0.024180  0.6771
7 C -1.522628 -1.772781 0.030729  -0.9990
8 O -2.539407 0.439891 -0.082245  -0.5382
9 H 3.703561 -0.647082 0.889176  0.2877
10 H 2.842301 -1.470081 -0.037625  0.4618
11 H 3.690311 -0.261380 -0.968524  0.2252
12 H -1.109015 2.319916 -0.022196  0.4359
13 H 0.447415 2.168473 -0.968139  0.2176
14 H 0.333557 2.076552 1.131087  0.2288
15 H -1.148764 -2.068437 1.052699  0.2528
16 H -1.090636 -2.298216 -0.838561  0.2903
17 H -2.584803 -1.865434 -0.031905  0.3597

Cartesian forces (eV/Å) of the 3 atoms listed first:
2.94 7.57 -2.16
6.26 -1.15 0.92
-3.93 0.08 0.25

---

No. 2
The following is a DFT calculation (wB97M-V/def2-TZVPD) of a molecular structure, C4H5NO.

Output
highest occupied orbital energy	-0.314	hartree
relative energy (zero: lowest compared OMol25 entry of this formula, charge and spin)	3.199	eV
E	-7763.3273	eV

Last column: Mulliken charge in e.
Element x y z (Å)
1 O 2.155127 -0.165195 -0.012886  -0.5233
2 C 0.796922 -0.084544 -0.074779  0.7167
3 C -0.035408 -1.085715 -0.468657  -0.6987
4 N -1.331237 -0.628032 -0.342911  0.0683
5 C -1.449787 0.687467 0.036992  -0.7456
6 C -0.058840 1.021729 0.278564  -0.3703
7 H 2.506716 0.710080 0.186549  0.3127
8 H 0.202770 -2.084163 -0.810600  0.4230
9 H -2.137581 -1.203138 -0.528226  0.1802
10 H -0.913082 0.797718 1.227702  0.2134
11 H 0.264400 2.033791 0.508257  0.4236

Cartesian forces (eV/Å) of the 3 atoms listed first:
0.07 0.20 0.04
-0.45 -0.13 -0.02
0.11 0.10 0.06

---

No. 3
The following is a DFT calculation (wB97M-V/def2-TZVPD) of a molecular structure, C55H53Cl2N4O2P2S3Zr.

Output
highest occupied orbital energy	-0.552	hartree
relative energy (zero: lowest compared OMol25 entry of this formula, charge and spin)	0.662	eV
E	-145336.9280	eV
total charge	+3

Last column: Mulliken charge in e.
Element x y z (Å)
1 Zr -0.421920 -0.533723 0.765538  -0.4537
2 Cl 1.161253 -2.774440 1.664155  -0.0268
3 C 2.713070 -2.576905 0.860962  1.1120
4 C 3.702968 -3.469053 1.228186  -0.8538
5 C 4.954863 -3.355405 0.648256  -0.7536
6 C 5.198444 -2.355560 -0.279046  -0.8865
7 C 4.188828 -1.472518 -0.622049  0.5573
8 Cl 4.566978 -0.211903 -1.754194  -0.2138
9 C 2.905526 -1.553337 -0.065223  -1.2164
10 S 1.690139 -0.363377 -0.516281  1.1422
11 H 3.496062 -4.235965 1.961797  0.5487
12 H 5.742229 -4.042355 0.924848  0.4646
13 H 6.173149 -2.249217 -0.734697  0.5359
14 O -1.240271 -2.030454 -0.484172  -0.5509
15 S -1.294564 -3.566680 -0.665937  0.1235
16 C -2.319642 -4.174512 0.704745  -0.3903
17 C -3.823966 -3.963788 0.610983  -1.3403
18 C -4.322353 -2.516018 0.674219  0.7903
19 C -4.433045 -1.949816 2.098313  -1.1880
20 S -3.339348 -0.596752 2.546502  0.3370
21 O -1.947720 -1.128465 2.083054  0.6434
22 C -3.741850 0.731267 1.451733  -0.2542
23 C -4.443867 1.706099 2.043572  -0.2102
24 C -4.799824 2.943648 1.352487  -1.0169
25 C -4.237711 3.240652 0.181709  -0.7326
26 C -3.280469 2.304166 -0.488548  -0.7607
27 C -3.155084 0.842850 0.067101  -0.2530
28 C -2.357961 -3.801849 -2.061620  0.7522
29 C -2.510463 -5.104969 -2.519929  -0.5671
30 C -3.341972 -5.333738 -3.604865  -0.6984
31 C -3.986147 -4.269148 -4.223775  -0.6120
32 C -3.800221 -2.970728 -3.766496  -0.9757
33 C -2.977969 -2.724111 -2.675029  0.1205
34 H -1.866159 -3.703648 1.581338  0.1012
35 H -2.074506 -5.238728 0.751889  0.7033
36 H -4.273851 -4.540726 1.423538  0.5949
37 H -4.189311 -4.428314 -0.305562  0.3510
38 H -5.315543 -2.487393 0.226522  0.6341
39 H -3.696025 -1.877499 0.054630  -1.0163
40 H -4.240661 -2.701058 2.868950  0.6533
41 H -5.422447 -1.536359 2.309173  0.5521
42 H -4.733285 1.604670 3.085237  0.4497
43 H -5.494281 3.619922 1.831826  0.4759
44 H -4.465920 4.174158 -0.319012  0.6079
45 H -3.464447 2.284796 -1.565392  0.5187
46 H -3.499979 0.054785 -0.603458  0.9603
47 H -1.993759 -5.931508 -2.044603  0.4942
48 H -3.481787 -6.341834 -3.970443  0.4682
49 H -4.632639 -4.453819 -5.071180  0.4596
50 H -4.302353 -2.147727 -4.257890  0.5282
51 H -2.810320 -1.718283 -2.314087  0.2772
52 C 1.328753 0.798495 -6.611250  -0.7847
53 N 2.173628 0.861261 -5.327756  0.0719
54 C 3.118570 -0.353579 -5.325758  -0.6171
55 N 2.383925 -1.560699 -5.446450  0.2223
56 C 1.583272 -1.553045 -6.669847  -0.9398
57 N 0.638837 -0.436927 -6.695763  0.2077
58 C -0.412025 -0.575751 -5.684476  -1.2976
59 P 0.226225 -0.629186 -3.934172  1.1188
60 C 1.309194 0.885919 -4.098653  -1.0901
61 C 1.587197 -1.858377 -4.253085  -0.9026
62 H 2.030816 0.909431 -7.437720  0.3804
63 H 0.644521 1.645727 -6.587123  0.3747
64 H 2.743664 1.707997 -5.354992  0.3681
65 H 3.679021 -0.318245 -4.393262  0.1471
66 H 3.786566 -0.214409 -6.175888  0.3848
67 H 1.035590 -2.490076 -6.748388  0.3761
68 H 2.251652 -1.469492 -7.527712  0.3323
69 H -0.962718 -1.498006 -5.880440  0.4529
70 H -1.126665 0.243503 -5.789736  0.4833
71 H 1.965022 0.960205 -3.228866  0.3797
72 H 0.688847 1.781876 -4.150926  0.5456
73 H 1.140023 -2.847970 -4.368692  0.4410
74 H 2.242463 -1.900950 -3.379722  0.3270
75 C 4.629327 3.058072 1.602585  -1.0224
76 C 4.653141 1.666918 1.621287  -1.0999
77 C 3.538521 0.962342 2.040807  -0.8038
78 C 2.389327 1.641878 2.452515  0.6553
79 C 2.366726 3.032912 2.421147  -0.8879
80 C 3.488815 3.737005 2.000805  -0.8922
81 P 0.922260 0.708368 2.966617  2.1962
82 C 1.451890 -0.514272 4.203010  0.6974
83 C 0.481003 -1.416562 4.644012  -0.5797
84 C 0.770110 -2.322459 5.649213  -0.6243
85 C 2.036754 -2.338874 6.222334  -0.7138
86 C 3.001653 -1.440391 5.795846  -0.8139
87 C 2.711896 -0.522999 4.792349  -0.3742
88 C -0.057081 1.886562 3.939564  -1.0642
89 C -1.248178 2.413294 3.450521  1.0445
90 C -1.970050 3.328380 4.205911  -1.1401
91 C -1.504822 3.718166 5.452235  -0.8770
92 C -0.313547 3.196840 5.944316  -0.8818
93 C 0.407950 2.283726 5.194281  -0.6297
94 H 5.505938 3.612132 1.293532  0.4758
95 H 5.548300 1.134541 1.325753  0.5777
96 H 3.572806 -0.120460 2.068370  1.0626
97 H 1.483445 3.572759 2.742048  0.4058
98 H 3.480299 4.819880 1.999695  0.6430
99 H -0.513165 -1.395143 4.209381  0.2887
100 H 0.010173 -3.010253 5.996273  0.4876
101 H 2.264586 -3.043485 7.010915  0.4439
102 H 3.981280 -1.438795 6.254940  0.4945
103 H 3.466331 0.190710 4.490218  0.5381
104 H -1.595978 2.134846 2.465597  0.6274
105 H -2.892057 3.745142 3.818139  0.5556
106 H -2.065846 4.429727 6.043359  0.4503
107 H 0.051299 3.502914 6.915478  0.4718
108 H 1.331801 1.877030 5.587815  0.5256
109 N 3.125558 7.117449 -0.031185  -0.4526
110 C 2.240444 6.392697 -0.132021  -0.2475
111 C 1.174688 5.430042 -0.223621  0.4773
112 C -0.086534 5.719700 0.291692  -1.0502
113 C -1.082010 4.757604 0.250024  -0.4141
114 C -0.815368 3.501938 -0.295197  0.3087
115 C 0.449519 3.225592 -0.818926  0.9252
116 C 1.441745 4.184783 -0.789257  -0.8565
117 C -1.786574 2.414431 -0.224031  -0.3655
118 C -1.609411 1.123638 0.131229  0.7663
119 H -0.277112 6.689490 0.730564  0.5634
120 H -2.056546 4.973511 0.669150  0.5337
121 H 0.648986 2.238913 -1.223042  0.0639
122 H 2.431461 3.976731 -1.173348  0.5423

Cartesian forces (eV/Å) of the 3 atoms listed first:
0.12 -0.36 0.21
-0.07 0.11 -0.07
0.09 -0.05 -0.03

---

No. 4
The following is a DFT calculation (wB97M-V/def2-TZVPD) of a gas-phase ion, C5H7N4O2 (charge +1) at a distorted geometry.

Output
highest occupied orbital energy (alpha / beta)	-0.454 / -0.535	hartree
expectation value of S²	2.0200
spin multiplicity	3
relative energy (zero: lowest compared OMol25 entry of this formula, charge and spin)	2.288	eV
E	-15341.7074	eV
total charge	+1

Last column: Mulliken charge in e.
Element x y z (Å)
1 C 0.986823 -0.629196 -0.989079  -0.6136
2 C 1.164669 -1.949514 -0.638892  -0.4659
3 C -3.075344 0.251738 -0.171294  0.1188
4 C -0.586917 0.756830 0.151154  0.3974
5 C 0.794113 0.102140 0.309251  0.6034
6 N 1.199974 -2.044463 0.761887  -0.1717
7 N 0.935847 -0.958146 1.295179  -0.2433
8 N -1.596522 -0.130972 -0.000293  -0.2063
9 N 1.686774 1.243002 0.642349  -0.1165
10 O -3.886185 -0.571748 -0.017648  -0.3683
11 O -0.732607 1.959600 0.204377  -0.6345
12 H 0.716659 -0.133976 -1.879559  0.4635
13 H 1.385822 -2.598734 -1.435969  0.4701
14 H -3.013894 1.348292 -0.476807  0.3020
15 H -1.559803 -1.109676 -0.046372  0.2493
16 H 0.879517 2.020994 0.597778  0.4232
17 H 2.512193 1.369442 0.082819  0.3590
18 H 2.188878 1.074384 1.611112  0.4334

Cartesian forces (eV/Å) of the 3 atoms listed first:
0.38 -1.08 2.11
0.32 2.36 -0.21
3.57 1.87 -0.25